Here is a structure of composition C33H41AsClFNO3P2Ti from the Open Molecules 2025 dataset. Energies are from ωB97M-V with the def2-TZVPD basis set.

Calculated values
spin multiplicity = 2
total charge = 0
Kohn-Sham gap (alpha / beta) = 7.44 / 7.33 eV

Last column: Mulliken charge in e.
Element x y z (Å)
C: 4.231 2.663 5.290  -0.48
H: -2.957 -1.410 2.581  0.42
H: -1.701 3.532 -2.212  0.62
C: -3.491 1.199 -1.159  0.15
H: 5.685 2.377 3.738  0.43
H: 3.000 -0.088 2.809  0.43
Ti: -0.319 -0.773 -0.486  -0.43
Cl: 1.359 -5.541 -5.526  -0.24
C: -4.037 -0.026 -0.763  0.35
C: 3.614 0.930 -0.464  0.00
H: -7.160 0.346 -2.033  0.41
H: 2.630 -1.127 1.404  0.06
C: 4.632 2.458 3.978  -0.59
N: -0.233 -2.702 0.286  0.95
H: -2.113 2.371 1.474  0.19
H: 4.966 2.743 6.079  0.39
H: 4.017 2.182 1.948  0.16
H: 5.612 1.274 0.300  0.53
C: -6.137 0.591 -1.781  -0.79
As: 0.678 0.400 1.911  1.55
C: -5.360 -0.321 -1.083  -0.88
H: -0.905 -0.033 -3.043  0.68
H: -1.104 0.883 3.667  0.31
C: -1.101 -3.373 -3.243  0.31
H: 1.901 -1.480 2.983  0.44
H: -0.983 -5.410 -3.920  0.41
H: -1.457 2.038 -3.138  0.46
C: -1.214 2.556 -2.212  -1.91
C: 0.635 -1.921 -4.001  -0.07
C: 2.878 2.772 5.578  -0.70
H: -4.431 -0.565 2.034  0.52
O: 0.957 -2.191 -0.217  -0.59
C: 5.383 -0.646 -0.602  0.30
C: 2.736 0.057 -1.106  -0.51
C: 1.938 2.662 4.565  -0.48
H: 1.201 1.485 -0.995  0.40
C: -3.352 -0.659 1.897  -1.40
H: 4.948 -2.502 -1.563  0.49
C: 1.228 -2.967 -4.689  -0.98
C: -1.845 2.815 0.515  -1.46
H: 0.409 2.842 2.394  0.71
H: -4.748 -2.757 0.583  0.57
H: -3.125 -3.503 0.556  0.45
C: 1.304 2.262 2.165  -1.14
H: -2.880 0.292 2.135  0.07
H: 2.593 -1.896 -1.993  0.30
O: -0.751 -3.703 -0.187  -0.64
C: -3.779 -2.774 0.080  -1.87
H: 1.677 2.611 1.202  0.66
C: 4.935 0.594 -0.199  -1.02
F: 6.666 -0.997 -0.352  -0.38
H: 3.258 1.914 -0.181  0.59
H: -0.716 -0.851 3.575  0.41
H: -6.206 2.528 -2.700  0.42
C: 4.560 -1.539 -1.260  -0.90
P: -2.963 -1.156 0.183  2.13
C: -4.285 2.116 -1.844  -1.15
H: 1.094 -0.940 -4.044  0.45
H: -3.876 3.068 -2.157  0.31
C: -1.152 -0.955 -2.518  -1.46
P: -1.733 1.543 -0.788  1.66
H: -2.592 3.565 0.250  0.64
C: 0.635 -4.217 -4.650  0.45
H: -5.792 -1.270 -0.795  0.36
C: -0.531 -4.428 -3.936  -1.11
H: 2.136 -2.815 -5.257  0.43
H: -2.242 -1.049 -2.528  0.86
H: -2.000 -3.550 -2.668  0.28
H: 1.086 0.456 -2.406  0.93
C: 2.238 -0.688 2.316  -1.11
C: 3.689 2.351 2.967  -0.13
C: 2.328 2.438 3.246  0.03
H: -0.878 3.307 0.618  0.37
C: -5.601 1.815 -2.156  -0.83
H: 0.885 2.762 4.802  0.41
C: 1.305 0.447 -1.335  -0.77
H: -3.916 -3.069 -0.960  0.40
C: -0.300 0.153 3.570  -1.46
C: 3.243 -1.183 -1.504  0.10
H: 2.550 2.946 6.595  0.38
C: -0.533 -2.100 -3.257  -0.22
H: 0.393 0.265 4.403  0.52
H: -0.136 2.703 -2.175  0.41
O: -0.581 -2.137 1.407  -0.56

Here is a cluster of 3 separate species, C21H45O9P in total from the Open Molecules 2025 dataset. Energies are from ωB97M-V with the def2-TZVPD basis set.

Calculated values
spin multiplicity = 1
SMILES = CCCP(CCCCCCCCOC)COO.CCOC(=O)OC.CCOC(=O)OC
total charge = 0
Kohn-Sham gap = 8.79 eV

Last column: Mulliken charge in e.
Element x y z (Å)
H: 5.033 1.741 2.701  0.21
C: 3.695 -1.405 1.593  -0.92
H: -10.087 -3.006 -5.418  0.29
H: 9.004 -0.151 1.929  0.41
H: 1.435 1.149 -0.149  0.56
O: -3.401 -0.267 -2.620  -0.65
H: 1.169 2.813 3.219  0.23
C: -1.146 -0.752 3.223  -0.65
H: 2.030 0.253 2.675  -0.09
C: 0.196 2.577 2.786  -0.65
H: -1.034 1.873 4.418  0.39
C: 2.340 0.773 1.767  -0.22
C: 5.170 1.245 3.661  -0.45
H: -0.676 2.281 0.855  0.23
H: -6.573 0.419 -1.674  0.23
H: 4.281 -1.977 0.871  0.44
C: -7.742 -1.245 -4.152  0.80
H: 3.562 -1.448 3.772  0.37
H: -0.163 -1.163 2.961  0.13
H: -3.133 -0.544 -0.091  0.35
C: 1.111 1.046 0.888  -0.19
H: -1.805 0.378 0.663  -0.34
H: -6.476 0.875 -3.389  0.29
H: 2.710 -1.884 1.624  0.36
O: -8.803 -2.054 -4.201  -0.38
C: 3.462 0.001 1.047  -0.63
C: -2.208 -0.152 -2.477  0.73
H: 3.177 -0.108 -0.002  0.58
H: -8.158 -4.535 -4.976  0.29
H: -2.706 0.536 -6.408  0.36
H: 8.471 2.476 2.748  0.29
C: 6.847 -0.411 2.010  -0.85
H: -9.015 -1.883 -6.255  0.31
H: 4.705 -2.554 3.086  0.49
C: -2.400 0.742 -5.383  -1.07
H: 7.078 -1.424 1.686  0.44
C: -8.118 -3.795 -5.776  -1.08
H: 8.272 0.325 3.469  0.33
C: -2.451 0.296 -0.206  -0.16
O: -1.298 -0.262 -3.439  -0.38
H: 2.731 1.743 2.079  0.25
H: -1.291 -0.864 4.301  0.39
O: -1.585 0.097 -1.332  -0.19
O: 4.076 0.648 5.585  -0.41
H: 0.449 0.177 0.911  -0.03
H: 8.822 1.987 1.106  0.33
H: -5.548 -0.516 -2.784  0.31
H: 3.235 0.186 5.606  0.32
H: -7.091 -3.444 -5.864  0.31
H: 7.143 2.150 1.654  0.33
H: -3.271 1.090 -4.831  0.26
H: -2.558 -1.311 -4.712  0.31
H: -1.657 1.541 -5.391  0.31
C: -6.475 0.042 -2.689  -0.54
C: 4.322 -1.534 2.995  -0.71
O: 3.952 1.396 4.368  -0.19
C: -1.822 -0.508 -4.757  -0.17
H: 5.958 1.784 4.200  0.46
O: -1.250 0.599 2.837  -0.36
O: -7.031 -0.958 -5.081  -0.57
C: -9.061 -2.649 -5.481  -0.18
H: -0.417 3.472 2.907  0.49
C: -0.416 1.450 3.620  -0.54
H: -3.020 1.217 -0.328  0.28
H: -8.398 -4.278 -6.713  0.35
H: 6.371 0.134 1.194  0.42
H: -1.901 -1.321 2.684  0.26
O: -7.618 -0.801 -2.907  -0.37
C: 0.323 2.297 1.288  -0.91
C: 8.149 0.342 2.385  -0.51
H: 0.828 3.161 0.844  0.44
C: 8.142 1.823 1.939  -1.13
H: -0.967 -0.863 -5.329  0.29
H: 4.372 0.597 1.043  0.16
P: 5.781 -0.523 3.511  -0.15
H: 0.365 0.857 4.104  0.27

Here is a structure of composition H15NaO9 from the Open Molecules 2025 dataset. Energies are from ωB97M-V with the def2-TZVPD basis set.

Calculated values
spin multiplicity = 1
total charge = -2
Kohn-Sham gap = 3.09 eV

Last column: Mulliken charge in e.
Element x y z (Å)
H: 10.335 2.675 9.477  0.47
O: 9.485 3.192 10.027  -0.97
O: 10.349 1.645 11.094  -1.01
H: 10.813 2.312 8.088  0.21
Na: 9.178 3.798 11.812  1.07
O: 11.094 2.337 9.002  -0.76
O: 8.251 4.263 8.930  -0.65
H: 6.149 4.323 9.873  0.16
H: 8.531 2.561 11.657  -0.26
O: 6.996 4.577 10.241  -0.71
H: 8.808 3.690 9.458  0.88
H: 8.860 2.522 9.372  0.19
H: 9.943 2.216 10.442  0.66
H: 8.652 2.811 10.367  -0.75
O: 6.863 1.415 10.422  -1.07
H: 11.410 4.169 9.786  0.29
H: 7.813 1.628 10.347  0.60
O: 10.591 4.664 9.759  -0.91
O: 8.601 1.784 8.820  -0.67
H: 9.757 1.680 11.845  0.57
H: 8.179 3.817 8.087  0.36
H: 8.815 1.009 9.340  0.35
O: 8.846 2.057 12.432  -1.08
H: 7.641 4.192 9.647  0.34
H: 9.910 4.007 9.899  0.70

Here is an isolated molecule of C2HF2OP from the Open Molecules 2025 dataset. Energies are from ωB97M-V with the def2-TZVPD basis set.

Calculated values
spin multiplicity = 1
SMILES = O=PC=C(F)F
total charge = 0
Kohn-Sham gap = 8.91 eV

Last column: Mulliken charge in e.
Element x y z (Å)
C: -0.025 0.370 0.020  -0.47
F: -2.386 0.058 -0.020  -0.19
P: 1.724 -0.470 0.041  0.34
H: 0.020 1.535 0.093  0.31
F: -1.000 -1.676 -0.087  -0.20
O: 2.778 0.497 -0.111  -0.41
C: -1.111 -0.313 0.063  0.62

Here is a structure of composition C36H46CrNP2S4 from the Open Molecules 2025 dataset. Energies are from ωB97M-V with the def2-TZVPD basis set.

Calculated values
spin multiplicity = 2
total charge = +2
Kohn-Sham gap (alpha / beta) = 7.86 / 7.32 eV

Last column: Mulliken charge in e.
Element x y z (Å)
C: 4.148 -2.828 -1.972  -0.83
H: -0.395 3.453 -3.050  0.58
C: 0.323 3.090 -2.325  -1.14
H: 0.188 -3.818 -3.950  0.45
C: -4.113 0.979 -3.615  -1.68
H: 0.621 3.047 -7.174  0.47
H: -3.629 -5.708 -3.648  0.42
H: -3.219 -0.496 3.160  0.58
H: 0.601 -1.306 -3.989  0.48
H: 3.071 -5.903 -1.052  0.46
S: -0.965 1.699 1.134  0.67
H: 0.992 2.889 4.128  0.60
H: 5.058 -2.294 -2.208  0.47
H: -0.128 1.543 4.055  0.28
H: 0.673 3.288 1.658  0.27
H: 5.155 -4.674 -1.548  0.44
H: -2.529 2.315 -3.092  0.10
H: -2.455 -0.624 -2.541  1.05
H: -4.829 1.768 -3.844  0.48
H: -1.935 -3.550 2.284  0.62
H: 2.675 4.263 -0.195  0.46
C: -1.206 -2.740 2.250  -1.09
C: 0.592 2.116 3.471  -0.75
P: 0.176 -1.960 -1.695  1.39
C: 3.032 -4.856 -1.324  -0.83
H: 3.106 -1.580 2.810  0.52
C: 2.034 -1.693 2.974  -1.24
C: -2.412 1.211 2.118  -1.10
H: 0.547 -3.994 2.255  0.83
Cr: -0.195 -0.362 0.007  -0.82
N: 0.333 -0.936 -3.083  0.54
C: 2.927 -2.178 -2.044  -0.62
C: 2.044 3.551 -0.712  -0.94
C: 0.060 2.239 -6.726  -0.83
C: -1.363 0.139 -5.588  -0.85
P: -0.435 0.524 -3.073  0.41
C: 0.090 -3.228 1.626  -0.51
H: -1.480 -0.251 3.396  -0.11
H: 2.895 -1.136 -2.340  0.36
C: -1.695 -4.823 -3.931  -0.85
C: -2.292 -0.191 2.675  -0.45
H: -3.027 2.465 -0.684  0.22
H: 1.575 0.201 -0.969  -0.75
H: 0.419 -0.587 3.880  -0.38
H: -2.062 -0.266 -7.568  0.45
H: 2.900 1.842 0.269  0.76
H: -4.666 0.140 -3.186  0.43
H: -1.044 -2.396 3.272  0.48
C: 1.746 -2.866 -1.763  0.57
C: -0.571 0.970 -4.788  0.79
H: -3.671 0.654 -4.555  0.28
C: 1.806 -4.211 -1.404  -0.21
H: -2.478 -2.799 -0.740  0.24
C: 0.503 1.721 -2.126  2.02
C: 1.091 4.000 -1.615  -0.93
H: -4.280 1.213 -0.854  0.31
H: -0.100 -3.688 0.655  -0.20
H: -1.919 0.347 -1.170  -1.76
H: -1.900 -0.698 -5.154  0.49
C: 1.399 1.277 -1.145  -0.01
C: 1.501 -0.527 3.781  0.12
S: -1.931 -1.349 1.317  0.17
H: -4.120 -4.414 -1.602  0.50
C: -0.743 1.428 -7.514  -0.61
C: -0.763 -3.926 -3.440  -0.98
H: -2.545 1.936 2.922  0.66
H: -0.780 3.544 2.603  0.59
C: -2.904 -5.001 -3.267  -0.65
C: -3.071 1.486 -2.623  0.69
H: 0.898 -4.767 -1.202  0.35
C: -1.030 -3.191 -2.282  0.69
H: -1.477 -5.394 -4.824  0.48
C: -2.052 0.356 -2.271  1.38
H: -0.813 1.612 -8.577  0.42
C: 2.185 2.194 -0.461  -1.08
C: -0.067 2.785 2.279  -1.11
H: 0.963 5.060 -1.788  0.51
C: 0.154 2.014 -5.362  -0.64
C: -3.179 -4.277 -2.119  -0.84
C: -2.246 -3.371 -1.630  0.20
C: -1.449 0.373 -6.948  -0.75
H: 1.896 -2.632 3.512  0.51
C: 4.201 -4.167 -1.604  -0.61
H: -3.278 1.294 1.460  0.30
H: -4.485 2.781 -1.628  0.56
S: 1.318 -1.935 1.316  0.48
S: 1.938 1.022 2.953  -0.06
H: 1.936 -0.551 4.781  0.57
H: 0.802 2.638 -4.762  0.51
C: -3.750 2.020 -1.368  -1.45